16
Properties=species:S:1:pos:R:3 method="wB97M-V/def2-TZVPD" total_charge=0 gap_ha=0.3269
C 0.201 0.429 2.032
C -0.498 0.959 0.783
C 0.426 1.423 -0.324
C 0.590 -1.281 -1.058
C -0.403 -0.313 -1.697
O 0.105 1.024 -1.533
H 1.202 0.861 2.126
H 0.303 -0.661 2.010
H -0.376 0.676 2.926
H -0.860 1.975 0.995
H -1.391 0.364 0.547
H 0.764 -1.130 0.015
H 0.211 -2.294 -1.193
H 1.566 -1.171 -1.544
H -1.419 -0.385 -1.309
H -0.420 -0.476 -2.774